Model A:
# C7H13NO

The molecule C7H13NO (the ωB97M-V functional and the def2-TZVPD basis, the OMol25 dataset).

Output
- Net charge: 0
- HOMO-LUMO gap: 7.41 eV
- Molar mass: 127.19 g/mol
- HOMO energy: -6.622 eV
- SMILES: C[C@@H]1C(O)=C(N)C1(C)C

The geometry in XYZ format:
```
22
C7H13NO | the OMol25 dataset | the ωB97M-V functional and the def2-TZVPD basis
C -0.92 -0.58 -1.76
C 0.01 1.22 -0.16
C 1.31 0.81 -0.16
H 0.84 -2.28 1.40
H 3.18 0.87 -0.13
H -2.68 -0.07 0.27
H 1.54 -1.29 -0.75
H -1.58 2.52 -0.12
N -0.59 2.39 0.04
H -1.83 -0.09 -2.11
H -0.02 3.22 0.21
H -1.09 -1.67 -1.81
C -0.59 -0.15 -0.33
C -1.73 -0.49 0.62
C 1.05 -0.65 0.00
O 2.44 1.48 -0.28
H 2.28 -1.29 1.67
H -1.56 -0.09 1.63
H -1.85 -1.57 0.70
H 0.68 -0.68 2.14
H -0.11 -0.34 -2.45
C 1.22 -1.26 1.38
```

Löwdin atomic charge list, values in e, 6 entries: atom 1 (C): -0.06, atom 2 (C): -0.29, atom 3 (C): -0.33, atom 4 (H): 0.08, atom 5 (H): 0.12, atom 6 (H): 0.08

***

Model B:
# C7H13NO

The molecule C7H13NO (the ωB97M-V functional and the def2-TZVPD basis, the OMol25 dataset).

Output
- Net charge: 0
- HOMO-LUMO gap: 10.20 eV
- Molar mass: 127.19 g/mol
- HOMO energy: -9.503 eV
- SMILES: CC(C)(C)[C@H]1CC(=O)N1

The geometry in XYZ format:
```
22
C7H13NO | the OMol25 dataset | the ωB97M-V functional and the def2-TZVPD basis
C -0.79 -0.70 1.40
H 2.15 0.88 0.61
C 0.62 0.01 -0.86
C -0.71 0.19 0.15
H 0.11 -0.62 2.01
H 2.61 0.99 -1.11
C -1.93 -0.04 -0.73
H 0.46 0.13 -1.95
H -0.56 2.33 -0.26
H -1.65 -0.40 2.02
H -2.86 0.13 -0.16
H -0.96 -1.75 1.14
C 2.33 -1.09 -0.37
H -1.96 -1.07 -1.11
N 1.00 -1.40 -0.54
H -1.94 0.64 -1.59
O 3.30 -1.80 -0.30
H -1.55 1.93 1.15
C -0.65 1.66 0.60
H 0.74 -2.27 -0.98
H 0.21 1.84 1.25
C 2.03 0.42 -0.38
```

Löwdin atomic charge list, values in e, 6 entries: atom 1 (C): -0.06, atom 2 (H): 0.11, atom 3 (C): -0.17, atom 4 (C): -0.53, atom 5 (H): 0.09, atom 6 (H): 0.12

***

Model C:
# C7H13NO

The molecule C7H13NO (the ωB97M-V functional and the def2-TZVPD basis, the OMol25 dataset).

Output
- Net charge: 0
- HOMO-LUMO gap: 10.14 eV
- Molar mass: 127.19 g/mol
- HOMO energy: -9.410 eV
- SMILES: CC[C@@H]1C(=O)NC1(C)C

The geometry in XYZ format:
```
22
C7H13NO | the OMol25 dataset | the ωB97M-V functional and the def2-TZVPD basis
H -1.01 -0.20 2.17
H 0.97 -1.18 1.22
H -2.51 1.37 -1.21
H 2.25 -0.27 1.01
C -1.55 -0.31 1.20
H 3.01 -1.31 -0.92
C 0.58 0.29 -0.33
C 0.77 1.71 0.24
H -2.54 0.07 1.47
H 0.85 0.29 -1.37
C 1.50 -0.75 0.44
N -0.57 1.87 0.42
H -2.37 -0.42 -1.40
O 1.78 2.42 0.33
C 2.15 -1.80 -0.47
H -1.12 2.63 0.81
C -1.81 0.49 -1.21
H 1.43 -2.09 -1.25
H -1.96 -1.32 0.80
C -0.95 0.47 0.07
H -1.23 0.59 -2.20
H 2.33 -2.57 0.17
```

Löwdin atomic charge list, values in e, 6 entries: atom 1 (H): 0.10, atom 2 (H): 0.07, atom 3 (H): 0.09, atom 4 (H): 0.10, atom 5 (C): -0.05, atom 6 (H): 0.08

***

Computed relative energies in units of kcal/mol: model A 23.2; model B 0.0; model C 10.4